Entry 1:
Entry from the Open Molecules 2025 dataset: C20H27AlCl2F3N6O10S3 as an isolated structure at a distorted geometry (ωB97M-V/def2-TZVPD).

Values from the calculation:
E_LUMO in eV: -7.741

ORCA input file:
```
! RIJCOSX wB97M-V def2-TZVPD def2/J DEFGRID3
* xyz 1 1
C -4.8392 -4.5425 -1.7733
C -3.8199 -3.7011 -1.8985
C -2.3910 -2.9636 -1.8513
N -1.2209 -3.4523 -2.5489
N 0.0401 -3.0354 -2.6241
C 0.3906 -1.8407 -1.9307
C 1.9082 -1.3098 -2.0021
C 2.3094 -0.5709 -3.3862
S 3.9776 -1.2903 -3.9222
C 3.5451 -2.8274 -4.8497
N 2.1531 -2.9211 -5.2806
N 2.0516 -4.1216 -5.9376
C 3.3683 -4.7675 -5.9228
O 4.3568 -3.9341 -5.2386
C -0.7167 -1.0715 -1.1160
C -0.3189 0.3080 -0.3559
C -0.2123 1.4420 -1.5321
C -0.1890 2.9626 -0.9630
C 1.2836 3.5687 -1.3543
C 1.4178 5.1582 -1.0975
O 2.7887 5.3788 -0.5857
C 2.7371 5.8848 0.7804
C 4.2237 5.9974 1.4507
C -2.1914 -1.6112 -1.0057
C -3.3759 -0.9241 -0.1663
C -3.0187 -1.1953 1.4124
O -2.5970 -2.3717 1.7167
H -5.6282 -5.3373 -1.4377
H -1.4163 -4.3181 -3.1103
H 2.6020 -2.2451 -1.9131
H 2.1143 -0.6892 -1.0488
H 2.5543 0.5382 -3.1168
H 1.5185 -0.6270 -4.2160
H 3.5649 -5.7939 -6.3959
H -1.2159 0.6339 0.3167
H 0.6427 0.2214 0.2665
H 0.7245 1.2893 -2.1879
H -1.1452 1.2926 -2.2071
H -0.9586 3.5706 -1.5967
H -0.4137 3.0474 0.1639
H 2.0682 3.0390 -0.7004
H 1.5502 3.3818 -2.4629
H 1.3638 5.7803 -2.0809
H 0.6156 5.5760 -0.3751
H 2.1086 5.1516 1.4164
H 2.2423 6.9375 0.8015
H 4.9867 6.4885 0.7340
H 4.6412 4.9436 1.7226
H 4.2109 6.5956 2.4425
H -4.3461 -1.5430 -0.3653
H -3.5277 0.1967 -0.3648
H -3.0818 -0.3935 2.2351
N -4.3592 -1.9044 5.2514
S -4.2666 -2.9717 6.4129
O -5.1775 -2.8177 7.5232
O -2.9577 -3.4980 6.7267
F -4.9174 -4.2223 5.6680
S -3.8493 -0.4968 5.7120
O -4.2095 0.5752 4.8103
O -2.4930 -0.3973 6.2531
F -4.7494 -0.1556 6.9710
Al 4.8563 -7.2078 -5.8367
N -7.7523 -5.3020 0.2303
O -8.3296 -5.5563 1.2936
O -7.4034 -4.1397 -0.0248
O -7.5164 -6.2115 -0.5845
F -1.1254 1.0001 5.9018
C 7.4496 4.6163 3.9420
Cl 7.6143 4.1122 2.2553
Cl 6.1193 5.7633 4.1388
H 7.2538 3.7379 4.5567
H 8.3771 5.0912 4.2619
*
```

Entry 2:
Entry from the Open Molecules 2025 dataset: C29H27IN2O4STc as an isolated structure at a distorted geometry (ωB97M-V/def2-TZVPD).

Values from the calculation:
Energy relative to the best compared isomer or geometry (same formula, charge and spin) in kcal per mole: 28.9
⟨S²⟩: 1.06
E_LUMO (spin up / spin down) in eV: -0.603 / -0.813

ORCA input file:
```
! RIJCOSX wB97M-V def2-TZVPD def2/J DEFGRID3
* xyz 0 2
Tc 0.7976 0.9672 0.1385
C -0.1559 -6.9280 0.8676
C -0.3751 -5.5552 0.2942
C -0.7494 -5.3916 -1.0354
C -0.9795 -4.1289 -1.5628
C -0.8345 -3.0194 -0.7463
C -0.4566 -3.1556 0.5831
C -0.2277 -4.4205 1.0922
S -1.1400 -1.4067 -1.3990
O -2.1699 -0.7810 -0.6260
O -1.2765 -1.5453 -2.8239
N 0.2312 -0.5946 -1.0573
C 1.3848 -0.6811 -1.7879
C 1.8261 -1.6059 -2.7319
C 3.0994 -1.4245 -3.2361
C 3.8974 -0.3617 -2.8142
C 3.3816 0.5178 -1.8871
N 2.1496 0.3662 -1.4028
H 0.2124 -7.6192 0.1100
H -1.0920 -7.3335 1.2575
H 0.5601 -6.9038 1.6885
H -0.8623 -6.2626 -1.6701
H -1.2709 -3.9973 -2.5961
H -0.3231 -2.2790 1.2034
H 0.0739 -4.5319 2.1271
H 1.1895 -2.4179 -3.0478
H 3.4838 -2.1230 -3.9686
H 4.8941 -0.2199 -3.2044
H 3.9387 1.3714 -1.5234
C 0.8594 3.6426 -2.4810
C -0.4114 3.0554 -1.8539
C -0.9592 1.9677 -2.7941
C -0.0217 2.4575 -0.5158
C -1.4983 4.1028 -1.6268
C -2.6790 3.7058 -0.9957
C -3.7034 4.6071 -0.7629
C -3.5695 5.9328 -1.1584
C -2.4024 6.3394 -1.7824
C -1.3741 5.4314 -2.0136
H 1.5870 2.8456 -2.6349
H 1.3150 4.4038 -1.8450
H 0.6339 4.0871 -3.4524
H -0.1834 1.2388 -3.0336
H -1.2963 2.4260 -3.7260
H -1.7949 1.4306 -2.3479
H -0.2884 3.0815 0.3578
H -2.7928 2.6744 -0.6781
H -4.6091 4.2746 -0.2717
H -4.3690 6.6399 -0.9792
H -2.2834 7.3701 -2.0926
H -0.4724 5.7787 -2.4996
I 0.5862 -1.3418 8.7349
C 0.6979 -0.8565 6.7088
C 1.4130 -1.6800 5.8486
C 1.4852 -1.3540 4.5050
C 0.8467 -0.2152 4.0269
C 0.1323 0.6007 4.8963
C 0.0565 0.2827 6.2430
C 0.9283 0.1143 2.5830
O 0.3243 1.1738 2.1517
O 1.5517 -0.6076 1.7792
H 1.9077 -2.5643 6.2255
H 2.0380 -1.9743 3.8118
H -0.3633 1.4803 4.5091
H -0.4978 0.9143 6.9230
*
```

Entry 3:
Entry from the Open Molecules 2025 dataset: C6H10O as an isolated structure (ωB97M-V/def2-TZVPD).

Values from the calculation:
Energy relative to the best compared isomer or geometry (same formula, charge and spin) in kcal per mole: 98.6
E_LUMO in eV: -0.070

ORCA input file:
```
! RIJCOSX wB97M-V def2-TZVPD def2/J DEFGRID3
* xyz 0 1
C -1.7703 -0.6612 0.7982
C -0.4036 -0.2510 0.2877
C -0.0108 1.2180 0.4301
C 1.0624 1.4628 -0.6407
C -0.1500 -0.6602 -1.1650
C 0.9247 -1.4986 -0.5390
O 0.6606 -1.1027 0.8094
H -1.8061 -0.6072 1.8903
H -2.5388 -0.0067 0.3752
H -1.9934 -1.6904 0.4973
H -0.8852 1.8541 0.2537
H 0.3481 1.4172 1.4485
H 2.0288 1.0475 -0.3389
H 1.1841 2.5041 -0.9361
H 0.7324 0.9380 -1.5628
H 1.9625 -1.3234 -0.8567
H 0.6858 -2.5555 -0.7389
*
```

Entry 4:
Entry from the Open Molecules 2025 dataset: a 2-piece molecular cluster, CO5S overall at a distorted geometry (ωB97M-V/def2-TZVPD).

Values from the calculation:
SMILES: O=S(=O)=O.O=C=O
Energy relative to the best compared isomer or geometry (same formula, charge and spin) in kcal per mole: 19.4
E_LUMO in eV: -1.245

ORCA input file:
```
! RIJCOSX wB97M-V def2-TZVPD def2/J DEFGRID3
* xyz 0 1
O -2.2872 0.8571 0.8290
S -1.8314 -0.0775 -0.1228
O -2.8023 -0.8997 -0.7353
O -0.4758 -0.3771 -0.2041
O 3.4483 0.0430 0.6795
C 2.4733 0.1903 0.0708
O 1.4752 0.2639 -0.5170
*
```

Entry 5:
Entry from the Open Molecules 2025 dataset: C28H21N8O4RuS2 as an isolated structure at a distorted geometry (ωB97M-V/def2-TZVPD).

Values from the calculation:
Energy relative to the best compared isomer or geometry (same formula, charge and spin) in kcal per mole: 25.1
E_LUMO (spin up / spin down) in eV: -5.319 / -6.438

ORCA input file:
```
! RIJCOSX wB97M-V def2-TZVPD def2/J DEFGRID3
* xyz 1 1
Ru -0.3359 0.5085 -1.1076
C 3.8753 0.4721 -1.0166
C 4.2362 1.1889 0.1248
C 3.2564 1.7589 0.8981
C 1.9056 1.6506 0.5193
N 1.5706 0.8260 -0.5136
C 2.5368 0.2903 -1.2761
N 1.0107 2.4221 1.1702
C -0.2246 2.6200 0.8743
N -0.9371 2.0278 -0.1615
C -2.2708 2.4277 -0.0738
N -3.2331 2.0289 -0.8158
C -3.1870 1.1400 -1.8343
C -4.3097 1.0584 -2.6741
C -4.3014 0.2220 -3.7634
C -3.1823 -0.5722 -4.0062
C -2.1273 -0.4933 -3.1278
N -2.1233 0.3237 -2.0630
C -2.3901 3.3801 1.0150
C -3.4690 4.1135 1.4808
C -3.2499 4.9728 2.5447
C -1.9874 5.0947 3.1282
C -0.9071 4.3630 2.6641
C -1.1219 3.5025 1.5996
H 4.6158 0.0444 -1.6760
H 5.2797 1.3084 0.3847
H 3.4788 2.3452 1.7777
H 2.2178 -0.3178 -2.1112
H -5.1482 1.6982 -2.4418
H -5.1522 0.1800 -4.4300
H -3.1312 -1.2313 -4.8596
H -1.2456 -1.1091 -3.2576
H -4.4436 4.0177 1.0219
H -4.0669 5.5647 2.9348
H -1.8578 5.7772 3.9572
H 0.0745 4.4597 3.1078
N 4.0752 -4.8619 3.4218
C 3.3913 -4.4571 2.3174
C 2.4149 -5.2832 1.7372
C 1.7107 -4.8628 0.6304
C 1.9693 -3.6147 0.0753
C 2.9358 -2.7886 0.6311
C 3.6360 -3.1962 1.7442
S 1.1105 -3.1503 -1.4022
O 0.1405 -4.1703 -1.6751
O 2.0330 -2.7386 -2.4124
N 0.2643 -1.7550 -1.0035
C -0.5965 -1.8061 -0.0043
S -1.2504 -3.1490 0.8803
C -2.1991 -2.0276 1.8115
C -2.0061 -0.7535 1.4153
N -1.0843 -0.6228 0.4069
H 3.9809 -5.8028 3.7552
H 4.8505 -4.3260 3.7627
H 2.2254 -6.2599 2.1643
H 0.9632 -5.4976 0.1730
H 3.1451 -1.8326 0.1790
H 4.3891 -2.5517 2.1814
H -2.8492 -2.3681 2.5998
H -2.4919 0.1172 1.8297
O -0.9835 3.1539 -2.7961
C -0.1186 2.4618 -3.2987
O 0.3424 1.3151 -2.8665
H 0.3463 2.7639 -4.2509
*
```

| no. | DFT total energy (Ha) |
| --- | --- |
| 1 | -4514.8694 |
| 2 | -2308.3967 |
| 3 | -309.6852 |
| 4 | -812.4648 |
| 5 | -2709.7231 |